No. 1
Computed, not measured: 14 unconnected molecules or ions with the total composition H32N4O16S2, with ωB97M-V/def2-TZVPD.

Structure (ORCA input):
```
! RIJCOSX wB97M-V def2-TZVPD def2/J DEFGRID3
* xyz 0 1
N 3.539 -2.531 2.277
H 4.004 -2.678 3.162
H 3.887 -1.713 1.799
H 2.579 -2.359 2.541
H 3.610 -3.318 1.647
N 0.664 2.714 -4.736
H 1.208 3.527 -4.986
H 1.032 2.350 -3.868
H 0.809 1.933 -5.359
H -0.301 2.947 -4.547
N 1.274 -2.546 -4.248
H 1.710 -2.001 -3.518
H 1.215 -1.968 -5.074
H 0.311 -2.799 -4.076
H 1.857 -3.328 -4.508
N -0.710 0.727 0.691
H 0.052 0.665 0.031
H -0.784 1.709 0.917
H -0.490 0.193 1.519
H -1.594 0.422 0.311
S 4.153 1.135 -1.554
O 4.876 0.207 -2.438
O 4.564 0.832 -0.172
O 4.565 2.463 -1.952
O 2.669 1.045 -1.787
S -1.113 -3.428 4.630
O -2.247 -4.023 3.914
O -0.266 -4.582 4.892
O -0.407 -2.467 3.801
O -1.580 -2.778 5.829
O -0.857 4.593 1.974
H -1.582 5.201 1.831
H -0.769 4.543 2.926
O 0.737 0.305 6.516
H 1.035 0.787 5.744
H 0.262 -0.446 6.161
O -3.909 -2.097 0.943
H -3.284 -2.262 1.649
H -3.908 -2.905 0.429
O 0.064 -3.608 -0.338
H 0.569 -4.415 -0.239
H -0.671 -3.851 -0.899
O -5.331 2.116 -0.825
H -5.470 2.246 0.113
H -5.797 1.304 -1.027
O -2.654 4.630 -2.908
H -3.429 5.061 -3.269
H -2.982 3.802 -2.557
O -2.670 -0.492 -3.451
H -2.602 -1.444 -3.383
H -3.609 -0.314 -3.390
O 2.359 2.150 3.232
H 2.314 3.020 2.836
H 3.096 1.724 2.795
*
```

Output
HOMO energy	-0.1645	hartree
max |F|	0.074	Eh/bohr

***

No. 2
Computed, not measured: 16 unconnected molecules or ions with the total composition H32O16, with ωB97M-V/def2-TZVPD.

Structure (ORCA input):
```
! RIJCOSX wB97M-V def2-TZVPD def2/J DEFGRID3
* xyz 0 1
O 11.484 12.589 0.878
H 10.615 12.816 0.508
H 11.246 12.670 1.783
O 11.511 17.806 3.749
H 11.560 18.034 2.760
H 12.104 17.070 3.763
O 13.810 16.217 2.309
H 12.970 15.979 1.854
H 14.379 16.297 1.561
O 13.708 11.271 1.265
H 12.879 11.753 1.279
H 13.575 10.735 2.037
O 15.493 13.641 2.586
H 16.264 14.173 2.820
H 15.872 12.781 2.607
O 11.264 15.228 1.911
H 10.828 14.571 2.479
H 10.535 15.878 1.818
O 15.674 13.924 5.652
H 15.007 13.304 5.328
H 15.889 13.715 6.606
O 13.957 14.097 0.177
H 13.066 13.737 0.292
H 14.386 13.874 0.980
O 12.360 15.496 5.398
H 11.956 15.729 6.259
H 13.213 15.920 5.532
O 11.970 10.800 3.642
H 11.575 11.537 4.055
H 11.253 10.322 3.269
O 12.891 13.421 3.534
H 12.713 14.336 3.672
H 13.825 13.442 3.235
O 11.820 12.569 5.992
H 10.987 13.027 6.209
H 12.386 13.170 5.530
O 14.457 11.305 4.846
H 14.134 11.157 5.706
H 13.688 11.352 4.260
O 15.013 16.326 4.926
H 15.350 15.449 5.171
H 14.898 16.179 3.973
O 9.532 15.392 4.839
H 10.459 15.563 4.942
H 9.362 14.993 5.699
O 9.943 13.281 3.341
H 9.649 13.933 3.984
H 9.221 12.708 3.170
*
```

Output
HOMO energy	-0.3697	hartree
max |F|	0.057	Eh/bohr
energy above the lowest of the compared OMol25 structures with the same formula, charge and spin	399.0	kJ/mol

***

No. 3
Computed, not measured: 17 unconnected molecules or ions with the total composition H32O20S, with ωB97M-V/def2-TZVPD.

Structure (ORCA input):
```
! RIJCOSX wB97M-V def2-TZVPD def2/J DEFGRID3
* xyz -2 1
S 0.222 -0.284 -0.035
O -0.387 0.987 0.296
O 0.636 -0.961 1.151
O -0.749 -1.043 -0.703
O 1.338 -0.069 -0.886
O 2.375 -1.330 3.997
H 2.137 -0.583 3.411
H 1.570 -1.490 4.498
O -3.253 -0.990 -1.140
H -2.263 -0.857 -1.029
H -3.564 -0.159 -1.419
O -0.484 -2.817 2.271
H 0.119 -3.372 2.772
H 0.033 -2.117 1.812
O 0.708 3.146 -0.696
H 0.540 2.339 -0.192
H 1.358 2.911 -1.355
O -0.784 1.960 2.532
H -0.411 1.580 1.752
H -0.227 2.717 2.596
O 0.940 1.436 -3.102
H 1.160 0.852 -2.393
H 0.001 1.667 -3.011
O -2.786 1.766 0.038
H -1.933 1.508 0.277
H -3.264 1.456 0.858
O -0.895 -3.641 -1.134
H -1.825 -3.776 -1.166
H -0.827 -2.668 -1.016
O 1.714 0.848 2.810
H 0.940 1.235 3.239
H 1.262 0.177 2.257
O 3.254 1.322 -0.418
H 2.450 0.806 -0.618
H 3.648 1.396 -1.254
O -1.766 1.603 -2.508
H -2.227 2.385 -2.835
H -1.976 1.520 -1.564
O -1.508 4.076 0.163
H -1.983 3.263 0.053
H -0.655 3.785 -0.114
O 2.698 -2.409 1.045
H 1.917 -1.934 1.275
H 2.782 -2.385 0.062
O -3.229 -1.521 1.418
H -2.381 -1.418 1.865
H -3.070 -1.670 0.500
O 0.206 -1.624 -3.283
H -0.210 -1.549 -2.435
H -0.245 -0.976 -3.849
O 3.278 -1.709 -1.414
H 3.004 -2.391 -1.969
H 2.609 -1.000 -1.409
*
```

Output
HOMO energy	-0.1512	hartree
max |F|	0.091	Eh/bohr
energy above the lowest of the compared OMol25 structures with the same formula, charge and spin	352.2	kJ/mol